This record from the Open Molecules 2025 dataset describes a molecular structure, C4H5Br4NO2. The level of theory is ωB97M-V/def2-TZVPD.

As for the relative energy (zero: lowest compared OMol25 entry of this formula, charge and spin): 104.3 kJ/mol. For the HOMO energy (alpha / beta), the calculation gives -8.9 / -8.9 eV. As for the gap between HOMO and LUMO (alpha / beta): 9.21 / 9.21 eV. As for the total energy: -10656.51608 hartree. As for the LUMO energy (alpha / beta): 0.350 / 0.350 eV. The multiplicity is 1.

Each line ends with the Mulliken charge.
Atoms and positions in Å:
C 0.71 0.47 -1.32  -0.59
C 1.48 0.98 1.13  -0.76
C 0.60 1.09 -0.15  0.28
C -1.97 -0.56 0.44  -0.11
N -1.11 -1.47 0.03  0.82
O -0.22 -1.91 0.69  -0.67
O -1.09 -1.79 -1.34  -0.45
Br 3.19 0.23 0.61  -0.17
Br -0.68 2.54 0.06  -0.11
Br -3.13 0.42 -0.56  0.03
Br -1.89 -0.20 2.23  0.00
H -0.24 -2.32 -1.46  0.37
H 1.62 -0.30 -1.57  0.17
H -0.03 0.53 -2.16  0.31
H 1.62 1.91 1.49  0.59
H 1.14 0.38 1.88  0.29